# C47H56N2P2PtSb

C47H56N2P2PtSb as an isolated structure at a distorted geometry (ωB97M-V/def2-TZVPD, the Open Molecules 2025 dataset).

Atoms and positions in Å:
Pt (0.44097, -0.24441, 0.15833)
C (0.72127, -2.67569, -2.16852)
N (-0.25046, -3.62409, -1.67552)
C (-0.92262, -3.34882, -0.41642)
P (0.12836, -2.42224, 0.80863)
C (1.65311, -3.41258, 0.88362)
C (2.87085, -2.84666, 1.25059)
C (4.01560, -3.62670, 1.33088)
C (3.95403, -4.97936, 1.03446)
C (2.74420, -5.55625, 0.67716)
C (1.59714, -4.78089, 0.61141)
C (-0.67984, -2.80924, 2.39077)
C (-2.04389, -3.07037, 2.45843)
C (-2.64875, -3.33605, 3.67962)
C (-1.89623, -3.32725, 4.84290)
C (-0.53170, -3.07309, 4.78284)
C (0.07496, -2.81859, 3.56365)
C (-0.22979, -4.93679, -2.17543)
C (-1.35204, -5.75419, -2.01656)
C (-1.35199, -7.04741, -2.51123)
C (-0.25001, -7.54753, -3.19148)
C (0.85777, -6.73348, -3.36139)
C (0.88036, -5.44210, -2.85169)
P (0.13797, -0.92981, -1.94681)
C (0.96763, -0.04950, -3.28622)
C (0.29850, 0.89871, -4.05320)
C (0.98298, 1.60992, -5.02927)
C (2.33185, 1.37824, -5.24273)
C (3.00663, 0.43424, -4.47805)
C (2.32901, -0.27142, -3.49782)
C (-1.61360, -0.97580, -2.40812)
C (-2.54208, -0.21709, -1.70318)
C (-3.89057, -0.27340, -2.02767)
C (-4.31383, -1.10319, -3.05531)
C (-3.39093, -1.85504, -3.77207)
C (-2.04317, -1.78804, -3.45764)
H (0.92104, -2.86591, -3.22409)
H (1.68169, -2.73610, -1.63588)
H (-1.27785, -4.28265, 0.01720)
H (-1.79822, -2.70544, -0.56403)
H (2.93282, -1.79431, 1.47759)
H (4.95526, -3.17499, 1.61991)
H (4.84798, -5.58678, 1.08446)
H (2.68807, -6.61236, 0.45023)
H (0.66425, -5.25963, 0.34936)
H (-2.64848, -3.08326, 1.56085)
H (-3.70845, -3.55172, 3.71753)
H (-2.36999, -3.52406, 5.79517)
H (0.06413, -3.09054, 5.68556)
H (1.14367, -2.64212, 3.52755)
H (-2.23829, -5.37011, -1.52877)
H (-2.23244, -7.66235, -2.37904)
H (-0.25712, -8.55506, -3.58210)
H (1.72685, -7.10556, -3.88797)
H (1.77753, -4.84842, -2.95778)
H (-0.75795, 1.07692, -3.90161)
H (0.45756, 2.34638, -5.62291)
H (2.86053, 1.92855, -6.00952)
H (4.06026, 0.25192, -4.64372)
H (2.86487, -0.99475, -2.89807)
H (-2.20495, 0.41508, -0.89108)
H (-4.60591, 0.32548, -1.47926)
H (-5.36525, -1.16461, -3.30245)
H (-3.72232, -2.49552, -4.57810)
H (-1.33260, -2.36781, -4.03314)
C (-0.78971, 1.89410, 3.77873)
Sb (-1.23455, 1.08004, 1.86536)
C (-2.26057, 2.78535, 1.11536)
C (-3.01882, 0.06157, 2.42386)
H (-1.68715, 2.38516, 4.15203)
H (0.01522, 2.62268, 3.70250)
H (-0.49356, 1.10201, 4.46377)
H (-3.03176, 3.04920, 1.83884)
H (-2.71954, 2.57162, 0.15233)
H (-1.56456, 3.61343, 0.99360)
H (-3.77311, 0.80996, 2.66544)
H (-2.83315, -0.55853, 3.29581)
H (-3.38201, -0.56346, 1.61031)
C (1.19338, 6.44613, -0.97422)
C (0.66540, 5.04021, -1.10318)
C (-0.51664, 4.79046, -1.78936)
C (-0.98436, 3.48865, -1.91586)
C (-2.26433, 3.19806, -2.65198)
C (-0.25583, 2.45718, -1.35776)
C (0.95647, 2.64673, -0.65941)
C (1.38545, 3.99216, -0.55229)
N (1.57700, 1.50734, -0.14824)
C (3.01806, 1.38122, 0.27943)
C (3.06369, 1.02200, 1.76818)
C (3.63808, 0.27736, -0.58471)
C (3.95001, 2.58477, 0.10781)
H (0.41708, 7.18121, -1.17860)
H (2.00621, 6.61796, -1.68222)
H (1.58689, 6.63370, 0.02460)
H (-1.07683, 5.61304, -2.21813)
H (-2.21304, 3.56005, -3.68049)
H (-3.11180, 3.69575, -2.17752)
H (-2.47733, 2.12988, -2.67929)
H (-0.61455, 1.44939, -1.48811)
H (2.25770, 4.25687, -0.00777)
H (2.47389, 0.13799, 1.99372)
H (2.65436, 1.84092, 2.36489)
H (4.09236, 0.84504, 2.08520)
H (3.05915, -0.64401, -0.54500)
H (4.65446, 0.06228, -0.25519)
H (3.67268, 0.61108, -1.62152)
H (3.73972, 3.38343, 0.81132)
H (3.94776, 2.97622, -0.90819)
H (4.96065, 2.23561, 0.32320)

LUMO (alpha / beta)	-3.38 / -3.38	eV
2S+1	1
relative energy (zero: lowest compared OMol25 entry of this formula, charge and spin)	54.3	kJ/mol
maximum force	1.12	eV/Å
charge	+1


# C47H57N8O13PS2

A 6-piece molecular cluster, C47H57N8O13PS2 overall at a distorted geometry (ωB97M-V/def2-TZVPD, the Open Molecules 2025 dataset).

Atoms and positions in Å:
C (5.74484, 4.56938, 2.62895)
C (6.18384, 4.59788, 1.14812)
C (5.26859, 3.76188, 0.25200)
C (3.87987, 4.39307, 0.13304)
C (2.77078, 3.34179, 0.01850)
C (1.35675, 3.90438, 0.26652)
C (0.52596, 2.93946, 1.13738)
C (-0.94862, 2.77069, 0.78796)
P (-1.06765, 2.24274, -1.00931)
S (0.32605, 1.02106, -1.64494)
C (-1.55054, 1.59457, 1.64607)
O (-1.10386, 1.70862, 2.99210)
N (-1.15821, 0.24074, 1.24711)
C (-1.87841, -0.46426, 0.58060)
S (-2.84924, -1.37365, -0.23449)
N (-2.94410, 1.88843, 1.63983)
C (-3.26551, 3.11820, 1.13262)
O (-4.34588, 3.45149, 0.71915)
C (-1.95151, 3.93331, 1.14770)
C (-2.00840, 4.97942, -0.00119)
C (-2.53975, 6.35927, 0.38421)
C (-1.47279, 7.33368, 0.91644)
O (-1.76849, 7.79984, 2.23787)
N (-1.65196, 4.63608, 2.38762)
C (-2.48941, 4.39223, 3.57123)
C (-3.75932, 5.23241, 3.54438)
H (4.86858, 3.93478, 2.74704)
H (6.53498, 4.21518, 3.28125)
H (5.45216, 5.56613, 2.95430)
H (7.21192, 4.25104, 1.06244)
H (6.16529, 5.62836, 0.79113)
H (5.74403, 3.70559, -0.72809)
H (5.21524, 2.74729, 0.65144)
H (3.86263, 5.03244, -0.75175)
H (3.65754, 5.03866, 0.98446)
H (2.99911, 2.57616, 0.75885)
H (2.80869, 2.90180, -0.97579)
H (0.89868, 4.09857, -0.70070)
H (1.48895, 4.84453, 0.80098)
H (0.62253, 3.25641, 2.17209)
H (0.98309, 1.95182, 1.09549)
H (-2.32657, 1.62315, -1.08388)
H (-1.06894, 3.38376, -1.80959)
H (-0.48235, 0.98882, 3.15585)
H (-3.64978, 1.18749, 1.81168)
H (-1.04183, 5.10940, -0.48403)
H (-2.68258, 4.59407, -0.76913)
H (-3.37838, 6.32436, 1.07012)
H (-2.92656, 6.79180, -0.54247)
H (-0.53108, 6.80185, 1.02278)
H (-1.36565, 8.18776, 0.25049)
H (-2.30164, 8.59735, 2.16269)
H (-0.69466, 4.46867, 2.66151)
H (-2.70153, 3.34135, 3.76653)
H (-1.90801, 4.72909, 4.42875)
H (-3.46493, 6.27509, 3.64007)
H (-4.26244, 5.14304, 2.58550)
H (-4.43522, 4.96411, 4.35222)
O (-7.62997, -7.27473, 0.28191)
N (-8.17719, -6.20240, 0.43967)
O (-9.33019, -6.05626, 0.79002)
C (-7.38239, -4.98741, 0.18524)
C (-6.07639, -5.12198, -0.24641)
C (-5.33867, -3.97732, -0.50007)
C (-5.91071, -2.72564, -0.31767)
C (-7.22260, -2.61282, 0.12292)
C (-7.96997, -3.75145, 0.37781)
H (-5.64323, -6.10105, -0.38393)
H (-4.31630, -4.06560, -0.84252)
H (-5.33613, -1.83309, -0.52125)
H (-7.66601, -1.63708, 0.26597)
H (-8.99149, -3.67787, 0.71884)
O (6.17540, -0.28099, 3.48343)
N (5.52104, 0.09533, 2.53443)
O (5.46688, 1.25223, 2.15376)
C (4.73558, -0.91274, 1.80157)
C (4.75662, -2.21995, 2.24994)
C (4.00094, -3.16467, 1.57490)
C (3.24643, -2.79386, 0.47011)
C (3.24560, -1.47748, 0.02984)
C (3.99460, -0.52447, 0.69895)
H (5.34775, -2.49580, 3.11020)
H (4.00144, -4.19185, 1.91492)
H (2.65434, -3.53368, -0.05286)
H (2.66178, -1.19194, -0.83229)
H (3.99856, 0.50096, 0.36368)
O (4.68578, -3.04575, -2.38398)
N (5.25522, -3.77642, -3.17191)
O (5.73144, -3.41361, -4.22763)
C (5.37739, -5.20238, -2.82385)
C (4.82607, -5.65221, -1.63913)
C (4.92967, -6.99758, -1.32477)
C (5.58032, -7.86753, -2.19048)
C (6.13412, -7.39404, -3.37201)
C (6.03483, -6.04993, -3.69616)
H (4.32699, -4.96481, -0.97344)
H (4.50197, -7.36741, -0.40275)
H (5.66006, -8.91898, -1.94685)
H (6.64286, -8.07435, -4.03765)
H (6.46036, -5.67006, -4.61259)
O (7.59363, -11.85909, -5.30952)
N (6.64205, -11.25476, -4.86590)
O (6.70618, -10.40786, -3.99279)
C (5.31226, -11.56102, -5.41761)
C (5.20043, -12.54271, -6.38432)
C (3.94452, -12.83793, -6.88853)
C (2.82902, -12.15200, -6.42653)
C (2.96523, -11.16386, -5.46052)
C (4.21581, -10.86200, -4.94718)
H (6.07515, -13.06844, -6.73614)
H (3.83676, -13.60572, -7.64187)
H (1.84974, -12.38867, -6.82061)
H (2.09625, -10.62831, -5.10441)
H (4.33318, -10.09579, -4.19520)
O (-8.67897, 10.03263, 2.19220)
N (-8.03527, 9.30859, 1.46021)
O (-7.50999, 9.66293, 0.42367)
C (-7.87932, 7.89844, 1.85741)
C (-8.49024, 7.45907, 3.01632)
C (-8.35201, 6.12828, 3.37756)
C (-7.60943, 5.26495, 2.58316)
C (-6.99830, 5.72849, 1.42573)
C (-7.13217, 7.05627, 1.05473)
H (-9.06362, 8.14108, 3.62565)
H (-8.82590, 5.76616, 4.27948)
H (-7.50430, 4.22556, 2.86534)
H (-6.41531, 5.05293, 0.81326)
H (-6.66251, 7.42871, 0.15686)

LUMO	-0.84	eV
2S+1	1
SMILES	CCCCCCC[C@@]1([PH2]=S)[C@](O)(N=C=S)NC(=O)[C@@]1(CCCO)NCC.O=[N+]([O-])c1ccccc1.O=[N+]([O-])c1ccccc1.O=[N+]([O-])c1ccccc1.O=[N+]([O-])c1ccccc1.O=[N+]([O-])c1ccccc1
maximum force	1.79	eV/Å


# C47H58Cl2N8O4ScSi

C47H58Cl2N8O4ScSi as an isolated structure at a distorted geometry (ωB97M-V/def2-TZVPD, the Open Molecules 2025 dataset).

Atoms and positions in Å:
Sc (0.11384, -0.56958, -0.27749)
Cl (0.84380, -5.08389, -2.44951)
C (-0.47066, -4.69743, -1.38405)
C (-1.42921, -5.68586, -1.08998)
C (-2.50044, -5.40546, -0.29959)
Cl (-3.67512, -6.65312, 0.03629)
C (-2.66928, -4.10881, 0.25100)
C (-3.74141, -3.70942, 1.07690)
C (-3.79099, -2.43011, 1.55034)
C (-2.76159, -1.53494, 1.20250)
N (-1.76125, -1.87110, 0.43154)
C (-1.69655, -3.14073, -0.05078)
C (-0.56755, -3.41145, -0.88997)
O (0.27149, -2.45861, -1.16059)
H (-1.30405, -6.67667, -1.50453)
H (-4.51234, -4.42630, 1.32772)
H (-4.59960, -2.09127, 2.18378)
H (-2.75211, -0.52862, 1.58962)
O (-0.77621, 0.84111, 1.77925)
C (-1.70429, 1.89809, 1.50178)
C (-1.96378, 1.78018, -0.02375)
O (-2.81626, 2.44935, -0.57372)
O (-1.18698, 0.92387, -0.57974)
C (-1.12200, 3.26588, 1.85177)
C (-1.81828, 4.42530, 1.51931)
C (-1.30459, 5.66540, 1.85758)
C (-0.09913, 5.76644, 2.54290)
C (0.58800, 4.61504, 2.88705)
C (0.07616, 3.36937, 2.54085)
C (-2.96900, 1.65684, 2.33653)
C (-4.22365, 1.40327, 1.79651)
C (-5.30485, 1.13005, 2.62723)
C (-5.14866, 1.10761, 4.00447)
C (-3.90077, 1.37365, 4.55415)
C (-2.82932, 1.65756, 3.72382)
H (-0.79506, 0.62395, 2.71770)
H (-2.75158, 4.34478, 0.97818)
H (-1.84646, 6.56047, 1.57985)
H (0.30204, 6.73824, 2.80070)
H (1.52985, 4.67729, 3.41701)
H (0.63648, 2.48096, 2.78609)
H (-4.36058, 1.42027, 0.72416)
H (-6.27441, 0.93445, 2.18762)
H (-5.99323, 0.89563, 4.64730)
H (-3.76567, 1.36849, 5.62820)
H (-1.86472, 1.89005, 4.16669)
C (-2.13558, -3.38249, -5.09925)
C (-1.75300, -1.93858, -4.79150)
C (-2.89067, -0.99914, -5.17305)
C (-0.48151, -1.57331, -5.56467)
N (-1.56692, -1.89491, -3.32728)
N (-1.13942, -0.65872, -2.77166)
H (-2.33029, -3.51173, -6.16492)
H (-3.02703, -3.66206, -4.53691)
H (-1.32782, -4.06236, -4.81670)
H (-3.14301, -1.11814, -6.22819)
H (-2.61725, 0.04510, -5.01283)
H (-3.77590, -1.21913, -4.57422)
H (-0.62375, -1.73918, -6.63458)
H (0.35951, -2.18422, -5.23216)
H (-0.20953, -0.52353, -5.43821)
H (-0.84843, -2.56425, -3.06776)
H (-1.92680, -0.03331, -2.64390)
H (-0.45275, -0.19931, -3.36651)
N (-3.32861, -1.77544, 7.96982)
C (-2.51476, -1.45814, 7.22443)
C (-1.48819, -1.05795, 6.29139)
C (-0.31031, -0.47157, 6.73785)
C (0.63404, -0.10478, 5.79887)
C (0.35510, -0.33016, 4.45752)
N (-0.78013, -0.87679, 4.02107)
C (-1.67561, -1.24695, 4.92601)
H (-0.14603, -0.31367, 7.79540)
H (1.57359, 0.33990, 6.09358)
H (1.07782, -0.07515, 3.68714)
H (-2.58910, -1.70110, 4.55919)
C (1.11014, 3.36778, -1.33320)
C (2.08680, 2.49658, -2.14014)
C (3.30813, 3.37089, -2.45524)
C (1.35886, 2.22604, -3.46367)
Si (2.46177, 0.79670, -1.20911)
C (3.35181, -0.39585, -2.49287)
C (2.32346, -1.04123, -3.43487)
C (4.42959, 0.23455, -3.38448)
C (3.99166, -1.56672, -1.73387)
C (3.76370, 1.22653, 0.20574)
C (3.94311, 0.06762, 1.20178)
C (5.17234, 1.61288, -0.26543)
C (3.20594, 2.38692, 1.03469)
H (0.89266, 4.28688, -1.89476)
H (1.49146, 3.66960, -0.36116)
H (0.16710, 2.85319, -1.17784)
H (3.00672, 4.19014, -3.12248)
H (4.11826, 2.83113, -2.94370)
H (3.71391, 3.83267, -1.55371)
H (1.02559, 3.18019, -3.89172)
H (0.46678, 1.61641, -3.31221)
H (1.98694, 1.73792, -4.20762)
H (1.80976, -0.31605, -4.06230)
H (1.57705, -1.62301, -2.89646)
H (2.84111, -1.73867, -4.10869)
H (4.01603, 0.96951, -4.07579)
H (4.90274, -0.54703, -3.99493)
H (5.22087, 0.72650, -2.81900)
H (3.30613, -2.02435, -1.01599)
H (4.89356, -1.26945, -1.20002)
H (4.28066, -2.34956, -2.44623)
H (4.48375, -0.77840, 0.78527)
H (2.99323, -0.30896, 1.57477)
H (4.52436, 0.42736, 2.06234)
H (5.67243, 0.78473, -0.76676)
H (5.79042, 1.87433, 0.60520)
H (5.18496, 2.46716, -0.94100)
H (2.16037, 2.22267, 1.29541)
H (3.27233, 3.34507, 0.51786)
H (3.77505, 2.48131, 1.96973)
N (0.99979, -1.55612, 1.41783)
C (1.34996, -2.58190, 1.86740)
N (1.66440, -3.62530, 2.50354)
C (2.48801, -4.58022, 2.12902)
N (3.18859, -5.46951, 1.89404)

LUMO	1.49	eV
2S+1	1
relative energy (zero: lowest compared OMol25 entry of this formula, charge and spin)	76.6	kJ/mol
maximum force	1.03	eV/Å
charge	-1